No. 1
A structure of composition C23H40BCl2F4N2SbSi3Zn, computed with ωB97M-V/def2-TZVPD.

Summary:
* energy relative to the best compared isomer or geometry (same formula, charge and spin): 0.000 eV
* HOMO level: -8.0 eV
* 2S+1: 1
* HOMO-LUMO gap: 0.2928 Ha
* LUMO: -0.03 eV

Last column: natural (NBO) charge in e.
Positions of all 77 atoms, in Å:
H -3.17 -3.39 1.52  0.2342
C -1.06 -2.30 3.51  -1.1349
H -0.59 -2.87 -1.33  0.2255
H 2.78 -3.70 -2.77  0.1900
N 1.98 -1.91 -2.18  -0.5004
H -0.86 -3.34 3.76  0.2430
C 0.57 -0.21 -4.68  -1.1395
H -0.29 -1.70 3.99  0.2378
H 3.66 1.66 -2.91  0.2505
Zn 1.38 1.69 -0.26  1.6366
H -4.07 -2.10 -0.40  0.2426
H -4.11 -0.19 3.42  0.2284
C -4.19 -1.01 -0.42  -1.1495
H -3.88 -0.65 -1.40  0.2445
H 4.64 -3.67 -1.12  0.2193
C 1.08 0.26 -1.59  -1.5359
C 3.92 -2.87 -1.15  -0.2838
Cl -1.73 3.79 -0.98  0.0076
C 0.51 2.23 3.76  -0.2771
H -2.98 2.28 1.43  0.2360
C -0.72 0.57 1.87  0.2393
C -4.21 -0.83 2.54  -1.1424
H -5.25 -0.80 -0.31  0.2449
H -0.61 -2.15 -2.93  0.2535
H -5.27 -0.86 2.29  0.2449
H -2.38 -3.49 -0.05  0.2432
C -0.66 1.56 4.10  -0.1376
H -0.52 -0.24 -4.61  0.2281
H -2.14 0.20 3.43  0.2217
Cl 0.88 4.48 0.14  -0.0074
Si -0.99 -2.19 1.63  1.7670
C 2.88 -2.88 -2.07  0.0419
F 5.03 1.66 -0.30  -0.5367
H 0.92 -3.70 1.71  0.2426
H 3.12 0.05 0.30  0.2034
H -1.10 1.66 5.08  0.2220
C -0.80 5.01 -0.13  -0.3982
C 3.05 -0.79 -0.38  -0.2240
C -1.39 -0.42 0.96  -1.3295
Si -3.31 -0.17 1.01  1.7584
H 0.95 -1.23 -4.63  0.2514
C -1.26 0.75 3.16  -0.2251
C 3.18 0.98 -3.62  -1.1331
H -0.77 5.91 -0.72  0.2326
H -4.68 1.83 1.47  0.2404
C 2.04 -0.86 -1.34  0.1722
H -3.85 2.00 -0.08  0.2462
C -2.21 -3.49 1.02  -1.1442
F 3.01 2.75 -0.01  -0.6530
H -1.80 -4.47 1.29  0.2466
H 4.80 -1.70 0.44  0.2231
B 4.33 2.35 0.65  1.3610
Si 1.34 0.87 -3.36  1.7269
C -3.73 1.66 0.95  -1.1475
H -3.92 -1.84 2.83  0.2362
H 0.82 0.20 -5.66  0.2369
C 4.00 -1.78 -0.29  -0.1542
H 1.00 -2.79 0.20  0.2441
F 3.92 1.55 1.70  -0.5599
N 0.38 1.28 1.55  -0.6568
H 1.89 2.56 2.18  0.2300
C -1.11 -2.16 -1.97  -1.0243
H 0.99 3.32 -2.89  0.2268
H 3.41 1.33 -4.63  0.2365
H 3.65 0.00 -3.49  0.2426
C 0.98 2.06 2.48  0.0552
C 0.75 -2.72 1.26  -1.1490
H 1.04 2.86 4.45  0.2352
H -0.50 2.55 -3.44  0.2374
H -2.02 -2.03 3.95  0.2295
H -1.25 5.19 0.84  0.2273
F 4.90 3.52 1.05  -0.5346
H -2.15 -2.45 -2.09  0.2195
H 1.45 -2.02 1.72  0.2449
C 0.58 2.57 -3.58  -1.1371
Sb -1.02 -0.14 -1.27  1.1653
H 0.77 2.92 -4.59  0.2407



No. 2
A cluster of 5 separate species, C23H40Br2ClN2O13PS4 in total, computed with ωB97M-V/def2-TZVPD.

Summary:
* HOMO level: -9.2 eV
* 2S+1: 1
* HOMO-LUMO gap: 0.2818 Ha
* LUMO: -1.54 eV
* SMILES: C/C(Br)=C(\Br)c1cnc2ccc(P(O)Cl)cc2n1.CCOS(C)(=O)=O.CCOS(C)(=O)=O.CCOS(C)(=O)=O.CCOS(C)(=O)=O

Last column: Mulliken charge in e.
Positions of all 86 atoms, in Å:
H -2.14 -0.55 0.43  0.2816
C 7.09 1.39 -1.85  -0.1175
S 0.06 -1.36 0.75  1.3088
P -7.87 -0.60 1.81  0.2379
H 4.62 -1.05 0.33  0.3988
O 4.11 1.20 -2.32  -0.6453
H -7.52 -0.90 -0.34  0.3486
H 8.19 3.20 -1.39  0.4023
C 5.29 2.57 -5.81  -1.0157
H 8.00 0.85 -2.10  0.2590
O 0.59 -0.29 -0.06  -0.5982
N -3.33 2.17 0.32  -0.1285
H -2.05 -1.79 1.73  0.4638
C -3.49 4.76 0.00  -0.1439
H 1.58 2.59 -0.39  0.2172
H -8.37 -3.67 5.69  0.2608
H -6.54 -5.79 4.43  0.3248
H -4.47 -6.33 8.12  0.3131
C -4.73 2.31 0.64  0.1620
C -6.72 -4.90 5.04  -0.1191
H -4.92 0.00 1.02  0.1685
O -6.22 -5.09 6.36  -0.2831
O 7.37 2.28 -7.25  -0.2782
O -0.36 -2.59 -0.21  -0.3231
H 1.58 1.93 1.39  0.2511
C 4.06 -0.72 -0.54  -0.7019
H 6.57 3.16 -0.71  0.2929
O 0.78 -1.88 1.89  -0.6732
O -6.23 -7.58 6.37  -0.6289
H 4.81 3.12 -5.00  0.3746
H 8.57 1.91 -8.85  0.2669
C 7.44 2.55 -0.93  -1.1055
C 9.80 2.50 -7.20  -0.9746
H -8.80 -5.35 5.42  0.3934
C -8.19 -4.53 5.04  -1.0423
Cl -6.51 -1.93 2.73  -0.1987
H 2.22 -3.39 0.37  0.2544
C -5.49 -6.26 8.50  -0.9204
H -2.89 5.70 -0.30  0.3473
S 4.66 0.88 -1.03  1.2788
H 3.01 -0.61 -0.28  0.0818
H 4.67 2.60 -6.71  0.4113
C 1.62 -4.00 -0.32  -1.0052
C -7.77 2.42 1.42  -0.5750
C 8.52 2.62 -8.02  -0.3418
N -4.88 4.96 0.29  -0.5751
C -5.51 0.99 1.03  -0.2398
C -0.30 3.00 0.80  0.2800
H -7.53 4.70 1.09  0.3155
C -5.44 3.69 0.63  0.4415
H -5.66 -5.29 8.98  0.3112
Br -0.39 3.65 -2.13  -0.1160
H 1.11 -4.75 0.28  0.3038
H 4.17 -1.41 -1.37  0.3779
C 0.62 -3.14 -1.08  -0.2367
C -6.98 3.69 1.05  -0.3692
H -5.68 -7.06 9.21  0.3657
H 9.82 3.24 -6.40  0.2954
C -2.71 3.42 0.02  0.1796
C -1.57 -0.92 1.28  -0.9829
O -8.23 -1.28 0.25  -0.4776
H 8.42 3.62 -8.45  0.3232
C -1.13 3.35 -0.32  -0.1230
H 2.31 -4.50 -1.00  0.3966
H -1.48 -0.13 2.03  0.2419
S -6.62 -6.44 7.16  1.1890
H -8.53 -4.29 4.03  0.3822
H 1.13 -2.35 -1.64  0.2446
O 7.66 3.25 -4.98  -0.5674
H -8.87 2.39 1.72  0.3261
Br -1.07 2.70 2.63  -0.1506
C 1.30 2.81 0.70  -0.9077
O 6.59 4.61 -6.81  -0.6549
H 5.47 1.54 -5.50  0.2982
S 6.84 3.35 -6.16  1.2211
H -6.14 -4.08 4.59  0.0504
O -7.96 -6.29 7.67  -0.5982
O 4.54 1.77 0.09  -0.6135
C -7.01 1.04 1.39  0.3140
H 1.77 3.77 1.11  0.4028
H 9.86 1.51 -6.74  0.2576
H 0.10 -3.77 -1.80  0.3115
H 7.83 2.18 0.02  0.2911
H 10.68 2.66 -7.83  0.3810
O 6.21 0.46 -1.22  -0.3143
H 6.66 1.75 -2.79  0.1457



No. 3
A structure of composition C23H40Cl3InN4O3Si, computed with ωB97M-V/def2-TZVPD.

Summary:
* energy relative to the best compared isomer or geometry (same formula, charge and spin): 4.908 eV
* HOMO level: -3.6 eV
* 2S+1: 1
* HOMO-LUMO gap: 0.1263 Ha
* LUMO: -0.16 eV

Last column: Mulliken charge in e.
Positions of all 75 atoms, in Å:
H -2.07 3.40 -0.89  0.2240
H -0.52 1.26 -4.48  0.3055
H 0.87 -3.63 -0.46  0.7657
C -0.74 -4.18 2.51  -0.6282
C -1.05 -2.76 0.04  1.2038
H -0.56 4.27 -0.66  0.0902
H 1.57 4.65 3.49  0.3052
C -0.91 4.09 3.27  -0.1565
H -2.11 -3.03 -4.56  0.4607
C -1.96 -2.28 -3.78  -1.4766
H 2.22 -0.31 -2.63  0.1273
H -2.88 -2.04 0.94  0.4081
H 2.21 2.41 -2.65  0.2092
C -1.01 -0.18 3.48  -0.5497
O 2.45 -0.03 0.77  -0.6205
Cl 1.72 3.49 0.86  -0.4771
N 2.88 -1.46 -0.99  0.4052
H -0.13 -6.02 -3.46  0.3702
O -0.24 3.06 3.51  -0.8012
In 0.13 1.80 1.45  1.2840
H -2.15 -1.39 -1.28  0.3889
C 3.12 -2.83 -1.39  -1.1132
C 0.55 -1.57 4.26  -0.8257
H 2.27 -3.23 -1.97  0.3250
H 3.28 -3.45 -0.51  0.3347
H 3.93 -0.76 -2.61  0.3797
C 3.10 -0.43 -1.98  -0.8354
H 0.99 -2.38 4.82  0.4099
C -2.02 -2.68 1.08  -0.6782
C 0.98 5.56 3.62  -0.9101
H -2.01 1.14 -3.50  0.2725
H 0.97 5.83 4.69  0.3181
N -0.37 5.32 3.14  0.3100
H -2.95 -2.10 -3.34  0.2805
C -1.09 -2.81 -2.65  1.3496
C 0.25 -4.24 1.52  -1.1288
H 4.01 -2.87 -2.03  0.3851
H -1.60 -5.32 -4.13  0.3401
H 3.33 0.52 -1.50  0.2864
H 1.41 6.38 3.05  0.2933
N -0.79 -1.21 4.33  0.1380
H -1.59 -1.36 -4.24  0.0896
H -0.48 7.12 2.09  0.2987
O -0.26 -1.71 -2.09  -0.2294
H -1.52 -1.66 4.88  0.2881
C 2.49 -1.16 0.28  0.1514
C -0.61 -5.07 -3.74  -1.7609
H -0.03 -4.61 -4.55  0.2794
Cl -2.33 2.01 1.24  -0.5504
H -1.93 6.08 1.97  0.3346
C -1.19 1.80 -3.80  -0.9807
C 1.13 -0.72 3.36  -0.3977
C 0.10 -3.54 0.32  -0.1009
C -1.14 6.44 2.64  -0.9284
H 1.15 -4.83 1.69  0.3708
Cl -0.03 0.65 -0.66  -0.1144
H 1.66 3.97 -2.01  0.2504
H 1.43 3.58 -3.74  0.3876
H -2.67 -3.36 3.02  0.5348
C 1.41 3.16 -2.71  -0.8867
N 0.15 0.15 2.88  0.1614
H -1.99 4.02 3.10  0.6156
H 2.15 -0.64 3.03  0.6746
H -0.62 -4.73 3.44  0.4603
C -1.19 3.79 -1.42  -0.8108
C -0.67 -4.14 -2.59  -0.6340
Si -0.27 2.40 -2.32  0.4811
H -1.95 0.32 3.34  0.4842
H 2.20 -2.06 0.86  0.1691
C -1.87 -3.40 2.27  -0.7419
H -1.62 2.65 -4.36  0.4292
H -1.53 4.57 -2.12  0.4671
H -0.55 -4.61 -1.62  0.4164
H -1.62 7.00 3.46  0.3284
C -1.32 -2.11 -1.25  -1.3064



No. 4
A cluster of 3 separate species, C23H40IN2O8P in total, computed with ωB97M-V/def2-TZVPD.

Summary:
* HOMO level (spin up / spin down): -7.9 / -9.1 eV
* 2S+1: 3
* HOMO-LUMO gap (spin up / spin down): 0.2449 / 0.2870 Ha
* ⟨S²⟩: 2.0083
* LUMO (spin up / spin down): -1.28 / -1.28 eV

Last column: Mulliken charge in e.
Positions of all 75 atoms, in Å:
C -0.34 2.60 -1.73  -1.4286
C -1.87 1.14 -0.45  -2.5072
H -6.54 0.11 6.32  0.3967
O 5.43 -2.81 -2.63  -0.5652
H 2.93 0.32 0.46  0.3770
H -2.88 1.17 4.93  0.3726
H -1.43 1.05 -3.50  0.3336
O 4.84 -3.40 -6.99  -0.4705
H -2.76 1.51 -0.96  0.4390
H -4.06 -0.81 1.92  0.5072
C -3.25 -0.72 3.98  1.8593
O 5.59 0.26 -3.42  -0.5883
C -6.37 -1.10 3.10  -1.6038
C 1.81 0.61 -1.40  2.0652
H -6.89 -1.53 5.78  0.4620
H -5.66 -1.75 2.60  0.3527
H 6.81 -0.98 -1.12  0.3856
C -6.80 -0.49 5.45  -1.9402
O -4.30 -0.89 6.04  -0.6128
P 6.97 0.10 -2.92  0.9658
C 1.92 -0.03 -2.80  -2.1040
H -1.69 1.77 0.42  0.4698
C -4.26 1.51 3.32  -0.2005
H -6.77 -0.41 2.36  0.2819
H -2.08 -0.20 -2.46  0.4675
H 3.80 -0.06 -1.03  0.2237
C 7.79 -1.33 -3.69  -0.9184
C -5.55 1.14 4.06  -1.5151
H -2.08 0.13 -0.09  0.4950
H 2.18 2.52 -0.50  0.4075
H 8.58 -0.95 -4.35  0.3851
H -1.90 -0.97 5.66  0.4065
C -1.18 0.37 -2.69  -1.6766
H -0.46 -0.34 -3.05  0.3290
H -2.34 -1.05 2.07  0.3892
C 1.05 2.85 -2.30  -0.5172
O 7.09 -0.08 -1.35  -0.5973
H 3.10 2.22 -1.96  0.3433
C 2.83 -0.11 -0.53  -1.7792
H -7.76 -0.15 5.07  0.4445
C -3.05 0.80 3.92  -1.3249
H -0.42 3.17 -0.79  0.3901
C 6.61 -2.25 -5.79  -0.6965
O 7.86 1.38 -3.21  -0.5335
H -5.53 1.64 5.03  0.3720
C -3.30 -1.27 2.55  -2.1315
H -1.18 -1.25 4.07  0.3883
H 1.71 -1.09 -2.76  0.4560
C -0.71 1.14 -1.43  2.2284
C -2.08 -1.39 4.67  -1.7685
C 6.75 -2.04 -4.48  1.0554
H -4.35 1.30 2.25  0.1168
C 2.12 2.10 -1.50  -1.2488
H -6.42 1.52 3.53  0.4288
H -7.19 -1.75 3.42  0.4752
O 4.71 -3.10 -4.76  -0.3215
H 2.56 -1.16 -0.42  0.4985
O 0.49 0.61 0.50  -0.6147
C 5.32 -2.97 -6.01  0.5088
C -5.78 -0.36 4.33  1.7322
H 1.26 3.93 -2.25  0.4146
N -4.50 -1.00 4.77  0.4719
H 7.51 1.77 -4.03  0.3718
C 5.58 -2.65 -3.81  0.4422
H -1.11 3.01 -2.39  0.4162
H -3.44 -2.35 2.54  0.3854
I 7.81 -1.71 -7.36  0.2054
H -2.26 -2.46 4.78  0.4325
H 8.25 -1.99 -2.95  0.3359
H -2.15 1.01 3.34  0.3826
H 1.10 2.59 -3.36  0.2779
N 0.45 0.45 -0.78  0.5065
H 2.95 0.10 -3.14  0.3559
H -4.12 2.59 3.41  0.4555
H 1.29 0.43 -3.55  0.4004



No. 5
A cluster of 3 separate species, C23H40N4O3 in total, computed with ωB97M-V/def2-TZVPD.

Summary:
* energy relative to the best compared isomer or geometry (same formula, charge and spin): 5.223 eV
* HOMO level: -8.0 eV
* 2S+1: 1
* HOMO-LUMO gap: 0.2778 Ha
* LUMO: -0.40 eV
* SMILES: CC(=O)N(C)N1C(=O)c2ccccc2C1=O.CCN(CC)CC.CCN(CC)CC

Last column: natural (NBO) charge in e.
Positions of all 70 atoms, in Å:
H -0.09 -4.34 1.34  0.2152
H -0.35 -0.93 -2.78  0.2440
C -0.36 -5.88 -3.49  -0.2189
C -0.53 -0.86 1.71  0.6967
O 1.04 -2.74 -1.85  -0.5346
C -1.07 6.73 6.11  -0.6383
N 0.47 -6.99 -3.93  -0.4525
H -0.65 5.02 4.86  0.1956
H -1.59 -5.19 -5.16  0.2002
H -2.14 6.51 6.11  0.2030
C 2.08 1.40 0.46  -0.1941
H 3.08 1.24 0.08  0.2371
H 2.74 -6.18 -2.69  0.2100
H 3.56 -5.57 -4.13  0.2097
H 0.05 -4.52 -5.16  0.2066
C -0.22 -8.06 -4.62  -0.2037
H 2.06 7.64 3.46  0.2100
H -3.79 6.94 2.65  0.2117
H 2.29 -7.53 -4.75  0.1932
H 0.45 -8.92 -4.64  0.1876
C -1.71 6.39 2.91  -0.2037
C 1.65 -1.13 0.95  0.6570
C 1.49 2.66 0.53  -0.1863
H 1.59 -6.12 -5.53  0.1556
C -3.00 7.07 3.40  -0.6356
H 2.04 3.54 0.21  0.2245
H -1.15 -3.94 -4.01  0.2067
N 0.39 -1.80 1.13  -0.3756
C -0.55 1.74 1.46  -0.1618
H 2.14 -4.73 -3.52  0.2162
H -3.37 6.62 4.32  0.2021
H 1.34 -4.21 0.28  0.2081
N -0.48 6.68 3.62  -0.4549
H -1.68 -1.23 -1.64  0.2424
H -1.56 6.67 1.86  0.1858
C 0.18 -2.21 -1.19  0.6898
H -0.23 3.82 1.08  0.2268
N -0.13 -2.66 0.14  -0.3193
H -0.73 8.74 4.08  0.1591
H -0.13 8.36 2.47  0.1944
C -0.07 8.07 3.52  -0.2132
O -1.49 -1.14 2.35  -0.4948
H -2.87 8.14 3.55  0.2059
H 0.05 -7.36 -6.68  0.2046
C 1.36 8.30 3.99  -0.6159
H -1.54 1.84 1.86  0.2338
H -0.94 7.81 6.12  0.2038
H -1.07 -8.38 -4.00  0.1899
C -0.78 -4.83 -4.52  -0.6360
O 2.70 -1.68 0.96  -0.4860
H -1.25 -6.28 -3.00  0.1923
H -1.60 -7.16 -6.07  0.1994
C 1.73 -6.61 -4.55  -0.2123
H 1.65 9.33 3.79  0.2132
H -0.67 6.34 7.05  0.2132
C 0.26 -4.06 0.36  -0.4100
C -0.61 -1.07 -1.74  -0.7266
H -1.86 5.31 2.90  0.1860
H -0.38 -0.14 -1.23  0.2393
C -0.34 6.07 4.93  -0.2163
H 0.18 -5.36 -2.69  0.1973
H -0.24 -4.66 -0.39  0.2066
C 1.32 0.33 0.90  -0.0765
C 0.03 0.48 1.37  -0.1652
H 1.48 8.14 5.06  0.2027
H 0.72 6.03 5.17  0.1926
C 0.21 2.83 1.03  -0.1916
C -0.72 -7.81 -6.05  -0.6354
H -1.01 -8.75 -6.51  0.2099
C 2.58 -5.72 -3.67  -0.6204



No. 6
A structure of composition C23H40N6O4S3Si2W, computed with ωB97M-V/def2-TZVPD.

Summary:
* HOMO level (spin up / spin down): -13.9 / -14.8 eV
* 2S+1: 3
* HOMO-LUMO gap (spin up / spin down): 0.2545 / 0.2287 Ha
* ⟨S²⟩: 2.0511
* LUMO (spin up / spin down): -7.02 / -8.57 eV
* charge: +2

Last column: Mulliken charge in e.
Positions of all 79 atoms, in Å:
N 2.68 -2.14 -1.38  0.8245
C -4.99 0.16 0.39  -0.6017
C 3.48 -1.04 -1.55  -0.3811
H -6.12 0.21 3.84  0.4715
H -6.25 -2.44 2.24  0.2957
H -0.75 0.96 -2.92  0.6410
C -6.53 -1.80 3.08  -1.1342
H -4.76 -0.52 3.00  0.1022
O -4.37 2.45 -1.98  -0.5977
H 4.65 2.60 0.38  0.4504
S -6.29 0.50 1.57  1.3398
H -0.62 -1.07 1.48  -0.5615
H 1.89 1.87 3.55  0.3444
C -2.43 1.32 -1.59  0.3892
C 1.55 0.66 0.50  0.0415
H 4.32 3.06 -1.29  0.4462
H 0.69 3.69 1.10  0.3262
C 1.75 0.78 3.53  -1.1058
S 0.29 -2.91 -0.54  -0.4532
C 1.78 3.62 0.99  -1.1949
H -6.25 -2.31 4.00  0.4033
N -2.71 0.84 -0.33  0.3756
C -1.63 -0.68 1.32  -0.5357
H 0.23 -0.07 -4.35  0.6241
C -5.85 -0.44 3.02  -0.3563
C 4.10 2.31 -0.52  -0.9814
O -2.74 2.64 -3.38  -0.6168
N -0.80 -0.03 -0.98  -0.2082
H 2.74 -2.13 3.14  0.5469
H 1.27 -2.18 2.18  0.2903
C 1.72 -3.89 -0.60  0.6832
H 0.29 -6.49 1.28  0.3327
C 2.31 -1.84 2.18  -1.1176
N 2.89 -3.35 -1.01  -1.2310
Si 2.51 0.02 2.03  -0.0002
H 4.77 -0.27 2.84  0.4548
H 4.83 -0.03 1.10  0.3220
H 2.22 0.37 4.43  0.3689
C -1.26 0.80 -1.99  -1.2617
H 4.13 1.12 -5.67  0.4803
W 1.28 -0.77 -1.01  0.9716
H 2.87 -2.39 1.42  0.2893
H 1.69 0.88 -6.12  0.4879
C -3.87 1.18 0.54  -1.3440
N -3.25 2.23 -2.36  1.0947
H 0.58 1.00 0.89  -0.0203
H -0.50 -5.23 0.31  0.2650
C 1.29 0.04 -4.21  -0.2052
C 1.47 2.80 -1.85  -0.9014
H -7.61 -1.69 3.06  0.3267
C 3.15 -0.35 -2.83  0.7214
S 1.85 -5.52 -0.20  0.0826
H 1.91 3.77 -2.12  0.5366
N 1.81 -0.38 -3.03  -0.0152
H -3.50 1.27 1.56  0.5189
C 4.01 0.23 -3.73  -0.6585
H -2.33 -1.51 1.34  0.3807
C 2.11 0.56 -5.18  -0.9223
H -0.13 -6.82 -0.42  0.3399
H 2.21 3.44 1.98  0.2995
C 0.20 -6.06 0.29  -0.7381
H -1.87 -0.01 2.14  0.4204
H -4.66 -0.87 0.53  0.3384
H 0.39 2.97 -1.76  0.2867
C 3.48 0.69 -4.92  -0.3329
C -1.70 0.03 0.01  0.5229
H -4.23 2.16 0.24  0.4851
H 0.67 0.59 3.60  0.3068
H 4.47 -1.02 -1.13  0.6024
O -6.17 1.90 1.90  -0.6793
H 1.66 2.14 -2.69  0.2130
H 2.14 4.60 0.65  0.3909
H -5.48 0.25 -0.58  0.3742
H 4.60 1.35 2.18  0.2949
O -7.49 -0.04 1.00  -0.6661
C 4.34 0.30 2.01  -1.0787
Si 2.26 2.32 -0.23  0.0808
H 5.08 0.27 -3.52  0.5518
H 4.50 1.35 -0.85  0.1631



What are the max |F| values for these records? In order: 0.50 6.28 2.52 1.16 1.04 0.89 eV/A.